The following is a DFT calculation (ωB97M-V/def2-TZVPD) of a single C2H2O3S molecule at a distorted geometry.

```
! wB97M-V def2-TZVPD RIJCOSX def2/J DEFGRID3
* xyz 0 1
O 0.926 -0.253 -1.424
C 0.143 0.284 -0.681
O -0.405 1.456 -0.925
C -0.153 -0.397 0.664
O 0.499 -1.526 0.728
S -1.103 0.256 1.828
H -0.956 1.720 -0.103
H 1.048 -1.540 -0.087
*
```

E_HOMO: -0.3638 Ha
Frontier orbital gap: 8.817 eV
F_max: 1.9 eV/Å
LUMO energy: -0.0397 Eh
Molar mass: 106.102 g/mol